Entry 1:
3 unconnected molecules or ions with the total composition C20H33BFN2O14S3. Source: the Open Molecules 2025 dataset; level of theory: ωB97M-V/def2-TZVPD.

```
74
Properties=species:S:1:pos:R:3
C 3.38353 6.20900 0.18257
C 2.92935 4.79959 0.52448
O 1.52001 4.63619 0.29499
B 1.19599 3.52343 -0.42401
O 1.07205 3.66329 -1.77138
C 0.99269 2.15078 0.42302
C 2.32475 1.36052 0.38528
C 2.82725 1.05519 -1.04100
C 3.62427 -0.26103 -1.13327
O 3.28658 -1.15081 -1.89567
C 4.83335 -0.34670 -0.23388
C 5.71793 0.70285 -0.25533
C 6.79728 0.64175 0.58368
C 6.96804 -0.42805 1.41383
C 6.08462 -1.46722 1.40736
C 4.99521 -1.43483 0.57731
O 2.21869 0.21587 1.21672
C 1.18766 -0.65850 0.84069
C -0.20522 0.02978 0.75763
S -0.76455 0.31508 2.46661
O -0.97422 -0.99335 2.96584
O -1.89536 1.15692 2.54655
F 0.38986 0.94464 3.28158
N -0.10234 1.25189 -0.08231
C -1.40548 1.95119 -0.32002
N -2.50247 1.00296 -0.29202
C -2.49133 0.22159 -1.56904
H 2.94558 6.91161 0.89106
H 4.47039 6.27788 0.25409
H 3.10280 6.47825 -0.83512
H 3.50898 4.10381 -0.10054
H 3.20601 4.61331 1.56642
H 0.86467 2.82763 -2.20416
H 0.83126 2.44725 1.45916
H 3.05868 2.01416 0.85408
H 2.05793 1.06646 -1.82191
H 3.53227 1.84502 -1.31129
H 5.58253 1.55528 -0.90544
H 7.50270 1.46235 0.60928
H 7.81414 -0.44152 2.08832
H 6.19527 -2.32745 2.05406
H 4.25875 -2.22607 0.54315
H 1.09565 -1.38245 1.65035
H 1.37948 -1.20349 -0.09256
H -0.87042 -0.72359 0.34499
H 0.22595 0.93446 -1.00114
H -1.56522 2.71768 0.43950
H -1.41963 2.46992 -1.28692
H -3.34198 1.56784 -0.36483
H -3.11735 0.69087 -2.34124
H -1.48462 0.14506 -2.00249
H -2.82902 -0.80113 -1.41154
C -1.80090 -4.11975 2.39728
C -3.18188 -3.82740 2.94305
O -4.01066 -4.84877 2.37791
S -3.15760 -6.20105 2.20408
O -3.40757 -7.04757 3.30815
O -3.29538 -6.64089 0.86573
O -1.70021 -5.54440 2.39226
H -1.69725 -3.76628 1.36669
H -1.01546 -3.68631 3.00997
H -3.54489 -2.84297 2.66029
H -3.20853 -3.92478 4.03030
C -7.20116 -1.66442 -2.56423
C -6.15693 -2.69461 -2.93624
O -5.55717 -2.17780 -4.13331
S -5.55338 -0.58003 -4.08624
O -4.27427 -0.13699 -3.63351
O -6.12739 -0.08873 -5.27764
O -6.59041 -0.40149 -2.87892
H -8.10205 -1.76909 -3.17062
H -7.46746 -1.70372 -1.51155
H -6.58149 -3.67748 -3.11800
H -5.38091 -2.77061 -2.17088
```

The gap between HOMO and LUMO is 9.31 eV. As for the spin multiplicity: 1. For the energy above the lowest of the compared OMol25 structures with the same formula, charge and spin, the calculation gives 14.5 kcal per mole. The net charge is +1.

Per-atom Mulliken charges, elementary charge units: atom 1 (C): -1.43, atom 2 (C): 0.07, atom 3 (O): -0.60, atom 4 (B): 0.96, atom 5 (O): -0.64, atom 6 (C): -0.47, atom 7 (C): -0.10, atom 8 (C): -0.39, atom 9 (C): -0.25, atom 10 (O): -0.56, atom 11 (C): 0.51, atom 12 (C): -0.10, atom 13 (C): -0.74, atom 14 (C): -0.51, atom 15 (C): -0.75, atom 16 (C): -0.31, atom 17 (O): -0.50, atom 18 (C): -1.17, atom 19 (C): 0.16, atom 20 (S): 1.35, atom 21 (O): -0.56, atom 22 (O): -0.60, atom 23 (F): -0.21, atom 24 (N): -0.10, atom 25 (C): -0.98, atom 26 (N): -0.07, atom 27 (C): -0.98, atom 28 (H): 0.33, atom 29 (H): 0.39, atom 30 (H): 0.34, atom 31 (H): 0.14, atom 32 (H): 0.32, atom 33 (H): 0.35, atom 34 (H): 0.14, atom 35 (H): 0.51, atom 36 (H): 0.51, atom 37 (H): 0.40, atom 38 (H): 0.43, atom 39 (H): 0.41, atom 40 (H): 0.41, atom 41 (H): 0.41, atom 42 (H): 0.49, atom 43 (H): 0.69, atom 44 (H): 0.33, atom 45 (H): 0.60, atom 46 (H): 0.65, atom 47 (H): 0.36, atom 48 (H): 0.40, atom 49 (H): 0.39, atom 50 (H): 0.65, atom 51 (H): 0.14, atom 52 (H): 0.24, atom 53 (C): -0.08, atom 54 (C): -0.29, atom 55 (O): -0.34, atom 56 (S): 1.07, atom 57 (O): -0.51, atom 58 (O): -0.53, atom 59 (O): -0.35, atom 60 (H): 0.19, atom 61 (H): 0.25, atom 62 (H): 0.27, atom 63 (H): 0.34, atom 64 (C): -0.31, atom 65 (C): -0.26, atom 66 (O): -0.29, atom 67 (S): 1.01, atom 68 (O): -0.50, atom 69 (O): -0.54, atom 70 (O): -0.32, atom 71 (H): 0.28, atom 72 (H): 0.32, atom 73 (H): 0.32, atom 74 (H): 0.22

Entry 2:
A molecular structure, C20H33BN7OPt. Source: the Open Molecules 2025 dataset; level of theory: ωB97M-V/def2-TZVPD.

```
63
Properties=species:S:1:pos:R:3
Pt 0.14726 -0.39147 -0.29059
C 1.72639 -2.75491 -1.76147
C 2.86296 -1.76685 -2.01297
C 2.60203 -0.92866 -3.26929
C 3.10391 -0.87346 -0.83479
C 4.30094 -0.46248 -0.24036
C 3.93811 0.41407 0.76610
N 2.60519 0.51734 0.77861
N 2.10424 -0.26876 -0.19204
B 1.58474 1.30026 1.64473
N 0.75040 2.17187 0.64179
C 0.51495 3.49188 0.65191
C -0.22144 3.82310 -0.47056
C -0.39804 2.62023 -1.17139
N 0.19795 1.64970 -0.48500
C -1.08682 2.34728 -2.47091
C -2.55539 2.76577 -2.41682
C -0.35907 3.04923 -3.61945
N 0.74286 0.24777 2.42916
C 0.38688 0.27741 3.72326
C -0.28014 -0.89077 4.02521
C -0.28010 -1.63183 2.83256
N 0.34176 -0.93874 1.88488
C -0.86864 -2.99285 2.60222
C -2.39402 -2.90551 2.48861
C -0.27316 -3.69734 1.38916
H 1.65776 -3.48214 -2.57061
H 1.86350 -3.30636 -0.83144
H 0.75503 -2.23485 -1.72217
H 3.78209 -2.33665 -2.16606
H 1.70316 -0.32038 -3.13822
H 3.43661 -0.26089 -3.48141
H 2.45320 -1.57559 -4.13398
H 5.29660 -0.75695 -0.52083
H 4.53609 0.97333 1.46521
H 2.12869 2.03408 2.41359
H 0.89716 4.10724 1.44881
H -0.56146 4.80259 -0.75814
H -1.03186 1.26529 -2.63024
H -2.64015 3.84144 -2.25164
H -3.05150 2.53117 -3.35854
H -3.09594 2.26053 -1.61378
H -0.39427 4.13304 -3.49550
H 0.68738 2.74834 -3.67117
H -0.83360 2.80553 -4.57036
H 0.65057 1.11740 4.34450
H -0.67198 -1.19326 4.98131
H -0.63595 -3.57999 3.49481
H -2.67728 -2.38644 1.56946
H -2.82887 -3.90496 2.44928
H -2.83364 -2.37941 3.33652
H -0.55879 -3.18921 0.46378
H 0.81517 -3.73044 1.43679
H -0.64851 -4.71891 1.32910
C -2.48215 0.88808 1.36266
C -2.77508 -0.01906 0.21823
N -4.04210 -0.28199 -0.08379
O -1.88485 -0.55730 -0.47926
H -3.38661 1.28987 1.81161
H -1.84908 1.70647 1.01553
H -1.92435 0.32722 2.11636
H -4.79775 0.11523 0.44590
H -4.25096 -0.90436 -0.84888
```

The gap between HOMO and LUMO is 8.29 eV. As for the spin multiplicity: 1. The net charge is +1.

Per-atom natural (NBO) charges, elementary charge units: atom 1 (Pt): 1.06, atom 2 (C): -0.59, atom 3 (C): -0.26, atom 4 (C): -0.59, atom 5 (C): 0.21, atom 6 (C): -0.32, atom 7 (C): 0.03, atom 8 (N): -0.30, atom 9 (N): -0.29, atom 10 (B): 0.53, atom 11 (N): -0.34, atom 12 (C): 0.02, atom 13 (C): -0.35, atom 14 (C): 0.20, atom 15 (N): -0.36, atom 16 (C): -0.25, atom 17 (C): -0.59, atom 18 (C): -0.60, atom 19 (N): -0.34, atom 20 (C): 0.01, atom 21 (C): -0.35, atom 22 (C): 0.19, atom 23 (N): -0.40, atom 24 (C): -0.26, atom 25 (C): -0.59, atom 26 (C): -0.60, atom 27 (H): 0.23, atom 28 (H): 0.22, atom 29 (H): 0.18, atom 30 (H): 0.23, atom 31 (H): 0.20, atom 32 (H): 0.22, atom 33 (H): 0.22, atom 34 (H): 0.25, atom 35 (H): 0.24, atom 36 (H): -0.01, atom 37 (H): 0.24, atom 38 (H): 0.25, atom 39 (H): 0.22, atom 40 (H): 0.21, atom 41 (H): 0.22, atom 42 (H): 0.20, atom 43 (H): 0.21, atom 44 (H): 0.22, atom 45 (H): 0.22, atom 46 (H): 0.24, atom 47 (H): 0.24, atom 48 (H): 0.23, atom 49 (H): 0.19, atom 50 (H): 0.22, atom 51 (H): 0.22, atom 52 (H): 0.20, atom 53 (H): 0.22, atom 54 (H): 0.22, atom 55 (C): -0.72, atom 56 (C): 0.72, atom 57 (N): -0.75, atom 58 (O): -0.67, atom 59 (H): 0.23, atom 60 (H): 0.26, atom 61 (H): 0.27, atom 62 (H): 0.42, atom 63 (H): 0.42

Entry 3:
2 unconnected molecules or ions with the total composition C20H33BrCl4N3O3S. Source: the Open Molecules 2025 dataset; level of theory: ωB97M-V/def2-TZVPD.

```
65
Properties=species:S:1:pos:R:3
C 1.99919 0.59297 4.16971
C 2.56505 -0.15458 2.89369
C 1.95885 -1.60776 2.83139
Cl 3.25198 -2.91358 2.78389
C 1.03257 -1.87737 1.55260
C 1.71824 -1.46838 0.19843
N 1.15995 -0.23665 -0.45086
C 1.56243 -0.25216 -1.91662
C 3.11429 -0.37636 -2.12538
C 3.42820 0.11996 -3.61065
O 3.89919 0.43250 -1.25544
C -0.32177 -0.04355 -0.35741
C -0.56158 1.49516 -0.07749
C 0.06489 2.15592 1.08330
C -0.16589 3.58744 1.28460
C -1.03178 4.25046 0.30938
C -1.56022 3.43203 -0.77994
N -1.33947 2.11542 -1.00713
C -1.09910 -1.01525 0.62179
C -1.62929 -2.37300 -0.01130
Br -1.75460 -3.87459 1.28735
C -0.86906 -2.95209 -1.25970
C -1.80107 -4.12244 -1.85787
S -2.67068 -0.22922 1.31831
C -2.35505 0.82010 2.78518
O -3.42938 0.46135 0.25909
O -3.59516 -1.27004 1.81637
N -0.23893 -1.18397 1.81940
H 2.85041 1.18773 4.60684
H 1.74882 -0.16998 4.95981
H 1.11522 1.24975 3.98275
H 3.67009 -0.28555 3.07657
H 2.48189 0.41832 1.93666
H 1.31491 -1.85125 3.71221
H 0.94799 -3.00539 1.52159
H 2.79190 -1.22763 0.45379
H 1.77504 -2.27328 -0.56944
H 1.71831 0.54826 -0.07337
H 1.20257 0.74037 -2.32039
H 1.07140 -1.07077 -2.49265
H 3.40839 -1.45247 -2.05833
H 3.43316 1.24884 -3.64014
H 2.69617 -0.26068 -4.36325
H 4.48722 -0.18697 -3.80947
H 3.75079 1.38144 -1.40872
H -0.72753 -0.25432 -1.38630
H 0.69337 1.61812 1.82458
H 0.26075 4.20073 2.10657
H -1.28870 5.33708 0.34269
H -2.21811 3.96261 -1.51884
H -2.68879 -2.17811 -0.34996
H -0.72108 -2.25039 -2.11427
H 0.05026 -3.48082 -0.90758
H -1.51954 -5.12725 -1.47019
H -1.70623 -4.10801 -2.98079
H -2.88069 -3.87067 -1.65429
H -3.05755 0.60367 3.63279
H -1.29565 0.78353 3.15156
H -2.53820 1.89205 2.48761
H -0.75578 -1.57708 2.60729
C -4.20617 3.11203 -3.87380
Cl -3.93084 3.19961 -5.61628
Cl -3.92492 4.68960 -3.11961
Cl -5.84001 2.54220 -3.52887
H -3.50066 2.40235 -3.45146
```

The gap between HOMO and LUMO is 9.93 eV. As for the spin multiplicity: 1. The net charge is +1.

Per-atom natural (NBO) charges, elementary charge units: atom 1 (C): -0.62, atom 2 (C): -0.45, atom 3 (C): -0.14, atom 4 (Cl): -0.06, atom 5 (C): -0.08, atom 6 (C): -0.27, atom 7 (N): -0.40, atom 8 (C): -0.25, atom 9 (C): 0.07, atom 10 (C): -0.63, atom 11 (O): -0.72, atom 12 (C): -0.09, atom 13 (C): 0.17, atom 14 (C): -0.31, atom 15 (C): -0.16, atom 16 (C): -0.23, atom 17 (C): 0.05, atom 18 (N): -0.42, atom 19 (C): -0.07, atom 20 (C): -0.27, atom 21 (Br): 0.06, atom 22 (C): -0.47, atom 23 (C): -0.61, atom 24 (S): 2.05, atom 25 (C): -0.87, atom 26 (O): -0.91, atom 27 (O): -0.92, atom 28 (N): -0.70, atom 29 (H): 0.23, atom 30 (H): 0.22, atom 31 (H): 0.20, atom 32 (H): 0.25, atom 33 (H): 0.18, atom 34 (H): 0.23, atom 35 (H): 0.23, atom 36 (H): 0.27, atom 37 (H): 0.24, atom 38 (H): 0.47, atom 39 (H): 0.24, atom 40 (H): 0.25, atom 41 (H): 0.21, atom 42 (H): 0.21, atom 43 (H): 0.23, atom 44 (H): 0.25, atom 45 (H): 0.48, atom 46 (H): 0.27, atom 47 (H): 0.24, atom 48 (H): 0.25, atom 49 (H): 0.25, atom 50 (H): 0.22, atom 51 (H): 0.27, atom 52 (H): 0.21, atom 53 (H): 0.22, atom 54 (H): 0.23, atom 55 (H): 0.22, atom 56 (H): 0.22, atom 57 (H): 0.29, atom 58 (H): 0.25, atom 59 (H): 0.27, atom 60 (H): 0.42, atom 61 (C): -0.29, atom 62 (Cl): 0.03, atom 63 (Cl): 0.01, atom 64 (Cl): 0.04, atom 65 (H): 0.23

HOMO per entry: -0.4546; -0.4162; -0.4671 Eh
Max |F| per entry: 3.1; 0.2; 5.6 eV/A